No. 1
{
  "formula": "C28H53INO19P2",
  "method": "the ωB97M-V functional and the def2-TZVPD basis",
  "species": ["H", "C", "O", "C", "H", "C", "I", "O", "C", "H", "C", "C", "C", "O", "H", "H", "H", "H", "H", "C", "H", "H", "O", "O", "C", "H", "O", "O", "H", "C", "H", "H", "C", "H", "H", "H", "C", "O", "H", "O", "H", "C", "H", "C", "C", "H", "H", "O", "C", "C", "H", "C", "C", "C", "H", "N", "C", "H", "H", "O", "H", "H", "H", "H", "H", "H", "O", "C", "C", "H", "P", "H", "H", "O", "H", "H", "H", "H", "C", "H", "C", "C", "H", "O", "H", "H", "H", "P", "H", "H", "H", "H", "O", "C", "O", "H", "H", "H", "H", "O", "H", "C", "O", "O"],
  "coordinates": [[5.29, 0.13, -6.57], [7.68, -0.48, 10.91], [-13.45, 4.81, -2.90], [4.62, 0.73, -5.97], [-15.30, 3.18, -1.93], [-10.67, 2.89, -4.09], [3.05, -1.32, -2.08], [3.05, 3.65, -6.96], [-0.34, 2.00, -3.20], [-11.67, 2.52, -4.29], [-13.45, 7.40, -3.45], [7.64, -2.98, 4.99], [-15.01, 3.75, -1.05], [8.77, -1.95, 8.99], [8.34, 0.24, 10.43], [-14.03, 3.44, -0.70], [6.82, -0.69, 10.28], [-6.30, 1.53, -2.51], [10.84, -3.61, 8.96], [-6.98, 1.50, -1.65], [-1.03, -2.61, 0.20], [-13.68, 6.97, -4.43], [8.39, -1.69, 11.20], [-14.30, 6.85, -2.45], [2.14, 4.61, -6.43], [6.75, -3.43, 5.42], [3.16, -7.02, -1.17], [-8.18, 3.22, -3.24], [4.56, -5.05, -1.36], [-2.30, 3.24, -3.09], [2.57, 5.10, -5.55], [-0.46, -0.31, -0.69], [-0.17, 0.01, 0.31], [-1.23, -4.84, -0.76], [0.23, 2.81, -3.65], [3.90, -0.40, 1.49], [7.83, -4.56, 3.30], [-8.32, 1.28, -2.09], [0.31, 1.45, -2.53], [2.94, 2.52, -5.01], [-3.85, 5.36, -3.29], [8.88, -2.31, 10.13], [4.03, 0.53, -0.02], [10.09, -4.19, 9.50], [8.16, -6.16, 1.65], [-12.40, 7.23, -3.20], [3.76, 0.12, -5.69], [8.43, -3.96, 4.32], [-14.19, 5.53, -2.29], [-4.27, 4.45, -2.85], [10.57, -5.04, 9.97], [0.91, -5.19, -0.70], [4.15, -1.67, -0.25], [-8.79, 2.24, -2.89], [5.46, -0.23, 0.73], [1.04, -2.70, 0.37], [3.36, 2.66, -6.13], [3.54, -2.57, 1.69], [-0.73, 1.33, -3.97], [-10.03, 1.93, -3.23], [-4.81, 3.88, -3.60], [0.89, -6.20, -1.11], [4.25, -3.66, 0.54], [7.34, -0.07, 11.85], [-0.51, -1.96, 2.72], [5.15, 1.06, -5.07], [-1.41, 2.52, -2.40], [2.11, -4.63, -0.34], [-0.15, -3.21, 0.02], [0.30, 1.00, 0.21], [3.57, -5.72, -0.61], [-10.74, 3.86, -3.61], [7.38, -2.17, 4.31], [-15.03, 5.15, -1.33], [-15.74, 3.58, -0.26], [-6.71, 0.66, -1.02], [8.25, -2.58, 5.80], [-4.97, 4.73, -2.07], [3.56, -2.82, 0.63], [1.98, 5.36, -7.20], [4.39, -0.34, 0.52], [2.21, -3.38, 0.21], [1.15, -2.16, 3.25], [4.21, 1.84, -6.76], [-1.03, 0.13, 0.97], [8.93, -6.84, 1.32], [-6.91, 2.42, -1.08], [1.09, -1.06, 1.13], [-13.64, 8.47, -3.49], [5.14, -1.99, -0.57], [1.19, 4.14, -6.18], [9.32, -4.54, 8.81], [-3.24, 3.66, -2.24], [-0.24, -4.45, -0.52], [6.71, -4.34, 2.91], [-10.13, 2.96, -5.03], [4.09, -5.97, 0.68], [7.28, -6.74, 1.94], [7.91, -5.48, 0.84], [8.68, -5.44, 2.77], [0.37, -0.53, 3.43], [0.44, -1.43, 2.83], [-2.26, 3.46, -4.27], [9.51, -3.41, 10.55]],
  "mulliken_charge": [0.26, -0.62, -0.53, -0.57, 0.28, -0.58, 0.13, -0.32, -0.53, 0.20, -0.62, -0.60, -0.62, -0.55, 0.29, 0.29, 0.29, 0.28, 0.29, -0.62, 0.50, 0.29, -0.32, -0.32, -0.55, 0.28, -0.68, -0.54, 0.14, 0.74, 0.29, 0.35, -1.24, 0.44, 0.31, 0.33, 0.84, -0.33, 0.01, -0.55, 0.34, 0.82, 0.24, -0.60, -0.59, 0.29, 0.23, -0.31, 0.82, -0.62, 0.21, -0.33, -0.42, 0.79, 0.31, 0.26, 0.81, 0.49, 0.34, -0.33, 0.30, 0.61, 0.19, 0.22, 0.43, 0.28, -0.25, 0.12, 0.02, 0.39, 0.61, 0.28, 0.27, -0.32, 0.22, 0.26, 0.21, 0.20, -1.05, 0.21, -1.01, 0.10, 0.35, -0.33, 0.48, 0.25, 0.28, 0.37, 0.22, 0.62, 0.24, 0.27, -0.33, -0.97, -0.56, 0.32, 0.10, 0.28, 0.25, -0.32, 0.40, -1.25, -0.53, -0.31],
  "charge": 1,
  "orbital_gap_ev": 7.85,
  "lumo_energy_ev": -4.1373,
  "e_homo_ev": -12.0
}

***

No. 2
{
  "formula": "C24H28N4O4S",
  "method": "the ωB97M-V functional and the def2-TZVPD basis",
  "species": ["H", "C", "H", "C", "H", "H", "O", "H", "C", "C", "C", "C", "C", "C", "S", "C", "C", "H", "C", "N", "C", "O", "H", "C", "H", "H", "C", "N", "H", "C", "C", "C", "C", "H", "H", "C", "H", "H", "N", "H", "H", "H", "H", "H", "C", "H", "C", "H", "C", "N", "O", "C", "H", "H", "H", "H", "H", "C", "O", "H", "H"],
  "coordinates": [[-0.51, -1.89, 2.91], [-2.18, 2.28, -0.48], [-8.25, -3.01, -3.43], [-5.97, -0.05, 0.74], [4.95, -1.74, 1.38], [3.59, -0.29, 0.05], [-7.59, -1.90, -1.90], [-0.94, 3.60, 0.65], [-6.57, -1.44, -1.14], [6.31, -0.44, -1.97], [6.62, -1.76, 0.01], [0.92, 1.68, 0.37], [-5.22, -1.74, -1.33], [7.05, -3.11, 1.93], [1.44, 2.96, -0.68], [-0.28, 0.51, 1.71], [-0.96, -1.08, 3.48], [6.66, -0.06, -2.92], [4.56, -0.55, -0.33], [0.86, -0.10, 1.55], [-1.97, 1.28, -1.30], [7.48, -2.58, 0.70], [-2.60, 1.11, -2.15], [-7.29, -2.77, -2.97], [-6.24, 0.62, 1.54], [-2.04, 2.60, 1.61], [5.36, -1.39, 0.44], [-0.30, 1.67, 0.97], [-1.16, 0.58, -1.17], [-3.65, 0.24, 1.50], [-4.27, -1.21, -0.48], [-1.37, 2.60, 0.75], [5.03, -0.07, -1.54], [6.85, -2.31, 2.66], [3.65, 3.20, -1.49], [-4.62, -0.37, 0.57], [-1.81, -1.46, 4.05], [-3.00, 2.97, -0.63], [-2.49, -0.45, 1.68], [-7.98, -0.34, 0.03], [-1.85, 0.86, 3.11], [-6.81, -3.69, -2.62], [6.15, -3.72, 1.81], [2.45, 0.37, -1.64], [-6.93, -0.58, -0.09], [-6.65, -2.29, -3.72], [7.09, -1.27, -1.21], [-4.91, -2.38, -2.14], [3.06, 1.19, -2.05], [1.62, 0.63, 0.72], [-3.87, 1.29, 2.08], [3.11, 2.35, -1.06], [7.87, -3.72, 2.29], [-0.21, -0.69, 4.17], [-3.23, -1.45, -0.67], [3.57, 2.05, -0.13], [8.08, -1.56, -1.53], [-1.42, 0.02, 2.54], [4.34, 0.75, -2.41], [-2.35, -1.33, 1.21], [2.60, 1.53, -2.99]],
  "mulliken_charge": [0.35, 0.11, 0.24, -0.59, 0.44, 0.44, -0.46, 0.59, 0.92, -0.53, 0.73, 0.15, -1.00, -0.80, -0.17, 0.55, -1.67, 0.42, -0.36, -0.98, -0.83, -0.45, 0.35, -0.82, 0.46, 0.43, -0.53, 0.15, 0.22, 0.46, -0.53, -1.36, 0.19, 0.32, 0.42, 0.63, 0.44, 0.41, 0.00, 0.43, 0.47, 0.33, 0.33, 0.44, -0.58, 0.33, -0.55, 0.37, -0.67, 0.09, -0.70, -0.47, 0.23, 0.38, 0.31, 0.32, 0.41, -0.05, -0.41, 0.30, 0.31],
  "e_above_lowest_kj_mol": 351.7,
  "charge": 0,
  "orbital_gap_ev": 8.21,
  "lumo_energy_ev": 0.5814,
  "e_homo_ev": -7.6,
  "smiles": "C=CCn1c(SCCOc2ccc(OC)cc2)nnc1[C@H](C)NC(=O)c1ccc(OC)cc1"
}

***

No. 3
{
  "formula": "C20H17Br2CaN2O7S2",
  "method": "the ωB97M-V functional and the def2-TZVPD basis",
  "species": ["H", "C", "C", "H", "H", "C", "H", "O", "C", "C", "C", "Ca", "C", "H", "O", "C", "C", "H", "H", "C", "S", "H", "H", "C", "O", "O", "Br", "H", "Br", "H", "O", "H", "C", "C", "H", "C", "C", "H", "N", "C", "S", "O", "C", "H", "H", "O", "C", "H", "C", "N", "C"],
  "coordinates": [[0.78, 1.80, 2.35], [-0.73, 4.63, 1.74], [-0.87, 2.31, -0.75], [-0.57, -0.13, -2.71], [-0.10, -3.06, -4.45], [1.72, -3.05, -1.10], [1.70, -4.71, -4.06], [-1.83, 4.10, 2.32], [3.33, -3.92, 0.46], [-2.85, -0.37, 0.80], [-1.74, 3.34, -1.04], [0.35, -0.56, 0.58], [3.73, -4.87, -0.49], [-2.72, 2.77, 3.53], [1.33, 1.40, -0.71], [0.60, 2.33, -1.00], [0.93, 0.48, 3.83], [1.61, 1.17, 4.34], [2.00, 3.42, -1.58], [1.43, -3.99, -3.30], [-1.01, 6.03, 0.87], [-1.71, -1.20, -1.89], [-3.79, 3.95, -0.86], [-1.73, 2.92, 3.12], [1.03, 3.44, -1.59], [0.84, 0.81, 2.45], [3.72, -6.24, -2.97], [-1.50, -1.30, -3.65], [4.18, -3.92, 2.15], [1.34, -0.53, 3.90], [1.93, -2.11, 1.07], [-1.44, 2.06, 2.52], [3.14, -4.92, -1.72], [-3.48, 1.96, -0.11], [4.51, -5.57, -0.24], [2.11, -4.01, -2.06], [-3.08, 3.15, -0.69], [-1.00, 3.06, 3.92], [-1.26, 1.17, -0.18], [-0.98, -1.14, -2.71], [0.79, 3.88, 1.89], [-1.82, -1.10, 1.01], [0.11, -2.15, -2.51], [-0.05, 0.51, 4.31], [-1.39, 4.26, -1.47], [-4.02, -0.61, 1.04], [2.33, -2.98, 0.22], [-4.51, 1.77, 0.18], [0.44, -3.08, -3.52], [0.74, -2.14, -1.35], [-2.53, 0.98, 0.14]],
  "mulliken_charge": [-0.18, 0.29, 0.09, 0.10, 0.39, -0.27, 0.34, -0.31, -0.27, 0.22, -0.73, 2.08, -0.43, 0.31, -0.64, 0.07, -0.78, 0.29, 0.39, -0.77, -0.38, 0.17, 0.41, -0.37, -0.42, -0.37, -0.27, 0.41, -0.20, 0.27, -0.71, -0.09, -0.14, -0.71, 0.41, 1.09, -0.57, 0.37, 1.36, -1.03, -0.46, -0.81, 0.67, 0.28, 0.77, -0.75, 0.82, 0.61, -1.01, -0.57, -0.02],
  "e_above_lowest_kj_mol": 0.0,
  "charge": -1,
  "orbital_gap_ev": 6.88,
  "lumo_energy_ev": 2.0823,
  "e_homo_ev": -4.8
}

***

No. 4
{
  "formula": "C20H26I2NO6PPb",
  "method": "the ωB97M-V functional and the def2-TZVPD basis",
  "species": ["H", "H", "H", "C", "H", "Pb", "C", "P", "O", "H", "H", "C", "C", "H", "C", "H", "O", "C", "I", "H", "H", "H", "C", "C", "C", "O", "H", "C", "C", "H", "C", "H", "C", "O", "H", "H", "C", "C", "H", "H", "H", "I", "H", "C", "C", "C", "C", "C", "H", "O", "H", "N", "H", "H", "O", "H", "H"],
  "coordinates": [[1.90, -2.89, 4.64], [-4.50, 2.27, -1.62], [-4.70, -0.88, 0.02], [-3.50, 1.00, -0.04], [-3.29, -1.66, -1.77], [-3.80, 3.33, -2.51], [-6.20, 3.86, -0.50], [6.76, -0.58, 1.06], [0.17, -2.89, 1.01], [-7.08, 4.21, 0.14], [3.32, -1.13, -3.90], [6.22, -2.16, 0.15], [0.60, -1.74, -2.40], [-1.24, -0.31, -1.97], [2.11, -2.21, -0.52], [-3.37, -0.83, 1.30], [8.44, -0.73, 1.33], [4.77, -1.56, -2.03], [2.29, -0.06, 2.54], [-5.95, 2.28, 1.17], [6.98, -2.29, -0.71], [8.71, -0.15, 2.08], [-5.34, 2.81, 0.36], [-3.59, -0.59, 0.21], [3.44, -2.37, 0.24], [6.10, -0.55, 2.46], [5.74, -1.34, -2.60], [3.42, -1.43, -2.80], [-2.72, -1.49, -0.79], [-5.35, 7.08, -1.08], [3.46, -2.89, 1.76], [6.31, -3.05, 0.86], [-1.21, -0.97, -1.02], [0.32, -1.49, -3.60], [-0.88, -0.25, -0.18], [3.33, -1.80, 5.13], [4.77, -2.03, -0.52], [-4.82, 1.66, -0.67], [-6.57, 3.31, -1.43], [3.64, -3.54, 4.58], [-3.35, 1.49, 1.00], [4.25, -4.93, 2.03], [-6.81, 6.37, -0.19], [-6.11, 6.21, -1.07], [3.00, -2.62, 4.39], [3.02, -2.12, 2.86], [2.13, -1.74, -2.00], [0.60, -2.45, -0.08], [-6.67, 6.22, -2.07], [6.51, 0.85, 0.17], [-2.63, -2.53, -0.30], [-0.25, -2.09, -1.26], [-2.61, 1.34, -0.68], [5.57, 0.80, -0.14], [-5.35, 4.96, -0.97], [-5.63, 0.90, -0.93], [-4.45, 3.38, 0.81]],
  "mulliken_charge": [0.29, -0.15, 0.30, -0.46, 0.26, 1.46, -0.88, 0.94, -0.54, 0.49, 0.41, -0.62, 0.18, 0.34, 0.79, 0.39, -0.53, -0.66, 0.04, 0.41, 0.43, 0.35, -0.53, -0.78, 0.85, -0.62, 0.34, -0.65, -0.70, 0.26, -0.75, 0.20, -0.61, -0.58, 0.32, 0.34, 0.27, -0.25, 0.43, 0.36, 0.29, 0.13, 0.30, -0.70, -1.16, 0.42, -0.16, 0.07, 0.32, -0.49, 0.35, 0.15, 0.32, 0.35, -0.27, 0.55, 0.40],
  "charge": 2,
  "orbital_gap_ev": 1.45,
  "lumo_energy_ev": -10.5793,
  "e_homo_ev": -12.0
}

***

No. 5
{
  "formula": "C9H6N2O2",
  "method": "the ωB97M-V functional and the def2-TZVPD basis",
  "species": ["C", "H", "H", "C", "H", "C", "O", "N", "N", "C", "C", "C", "O", "H", "H", "C", "C", "H", "C"],
  "coordinates": [[0.26, -1.08, 1.68], [-2.36, 0.59, 1.29], [-0.36, 1.88, -2.89], [-1.46, 0.27, -0.58], [2.54, -0.33, -0.57], [-1.68, 1.05, 0.50], [2.57, -0.58, 2.12], [-0.94, -0.94, 3.91], [1.79, -0.68, -0.06], [0.20, 0.88, -2.68], [-0.35, -1.13, 2.95], [-0.42, -1.15, 0.50], [-1.66, -1.02, 0.02], [1.29, 1.12, -2.60], [-1.49, 2.13, 0.56], [0.50, -0.65, -0.56], [-0.25, 0.24, -1.36], [0.14, 0.12, -3.56], [1.67, -0.72, 1.31]],
  "mulliken_charge": [-0.03, 0.28, 0.29, 0.27, 0.22, -0.77, -0.59, -0.48, -0.02, -1.08, 0.23, 0.52, -0.36, 0.31, 0.29, 0.42, 0.17, 0.27, 0.08],
  "e_above_lowest_kj_mol": 508.2,
  "charge": 0,
  "orbital_gap_ev": 8.00,
  "lumo_energy_ev": -0.8807,
  "e_homo_ev": -8.9,
  "smiles": "C=c1oc2c(c1C)NC(=O)C=2C#N"
}